1.
A 7-piece molecular cluster, C15H33BBr12NO3 overall at a distorted geometry, computed with wB97M-V/def2-TZVPD.

Geometry (Å):
1 Br 6.75412 -4.18190 -5.78245
2 Br -6.01534 0.94718 8.62476
3 Br -3.79849 -0.00075 5.84645
4 Br -5.78146 -0.61926 2.35377
5 Br -1.44845 -3.10256 -1.82375
6 Br 5.49298 -6.83955 -3.55566
7 Br -0.14075 -2.68608 1.60138
8 Br -7.69233 -0.21611 5.49157
9 Br 0.72094 1.08292 1.95027
10 Br -1.14163 3.55025 3.97629
11 Br -6.83424 4.48364 4.52358
12 Br -4.63409 3.61104 1.69220
13 O 2.84797 -1.37624 -3.66722
14 O 6.75088 1.26918 -7.00718
15 O 5.29919 -1.97271 -3.60003
16 N 4.65118 0.16062 -4.73651
17 C 4.72110 -0.27089 -6.18871
18 C -5.12959 5.36003 2.39178
19 C -0.36655 0.82465 3.54689
20 C 6.21605 0.64528 -8.35607
21 C -1.58750 1.70687 3.52728
22 C 5.28495 1.05365 -7.06133
23 C 0.81467 -2.84766 -0.08735
24 C -4.26200 1.76731 6.52713
25 C -7.65443 -0.15117 2.62575
26 C -4.35064 1.76422 8.03156
27 C -5.19999 5.34371 3.89804
28 C 0.10236 -2.10694 -1.19070
29 C 7.46124 -4.82952 -4.08153
30 C -7.82385 0.76457 3.81165
31 C 7.32582 -6.32642 -3.97004
32 B 4.21821 -1.10050 -3.95667
33 H 6.74239 -0.34101 -8.24374
34 H 7.60541 -6.85312 -4.88101
35 H -7.08115 1.56044 3.84950
36 H 1.79563 -2.40833 0.09862
37 H -5.24584 6.35973 4.29122
38 H 4.56908 1.97532 -7.17760
39 H -8.20441 -1.08561 2.72180
40 H -4.37843 2.78317 8.41893
41 H -7.95727 0.35144 1.70659
42 H 5.54664 -2.37700 -4.47119
43 H -2.08845 1.72930 2.56071
44 H -3.45769 2.42306 6.18863
45 H 0.28076 1.00377 4.40356
46 H 6.93827 -4.28983 -3.29371
47 H 3.68082 -0.47422 -6.56893
48 H -6.07010 5.63672 1.91856
49 H 6.42800 1.42576 -9.13868
50 H -0.65357 -0.22742 3.52758
51 H -5.19234 2.06188 6.04266
52 H 0.93028 -3.91160 -0.28688
53 H 5.54607 0.54750 -4.39773
54 H -4.36703 4.81671 4.36103
55 H -8.82165 1.20438 3.81718
56 H 7.92268 -6.70363 -3.13963
57 H -3.53772 1.22125 8.51050
58 H -4.34461 6.03625 2.05222
59 H 3.93744 0.89369 -4.57727
60 H 0.74902 -2.00318 -2.06247
61 H -0.25333 -1.12278 -0.88919
62 H 5.46890 -1.09001 -6.37873
63 H 8.51153 -4.53656 -4.08113
64 H -2.29938 1.39664 4.29092
65 H 2.49973 -1.70955 -4.52746

Cartesian forces, eV/Å:
Br -0.202 0.221 -0.019
Br 0.161 0.000 0.139
Br -0.152 -0.048 0.121
Br -0.064 -0.059 0.011
Br 0.029 0.108 0.027
Br 0.086 0.038 -0.113
Br -0.019 -0.197 -0.074
Br 0.037 0.108 -0.155
Br 0.099 0.098 0.022
Br -0.027 0.051 -0.055
Br 0.114 -0.050 0.045
Br -0.149 -0.040 -0.003
O 2.681 0.769 -1.880
O -3.622 -0.486 -0.794
O -2.450 1.804 -1.748
N -0.714 -0.028 0.521
C 0.916 3.014 -2.549
C 0.297 -0.054 -0.092
C -0.075 -0.195 -0.111
C 0.671 1.758 4.724
C -0.075 0.143 0.132
C 2.051 -1.618 -2.300
C 0.090 0.230 0.300
C 0.278 -0.017 -0.143
C 0.132 0.150 -0.223
C -0.281 0.111 0.139
C -0.201 0.156 0.103
C -0.062 -0.139 -0.267
C 0.359 0.001 0.120
C -0.206 -0.125 0.200
C -0.272 -0.160 0.177
B 0.253 -2.827 2.178
H -1.188 0.819 -1.224
H 0.004 0.129 0.076
H -0.048 -0.128 -0.104
H -0.081 0.015 -0.058
H 0.004 -0.065 -0.083
H 1.574 -1.810 0.429
H 0.065 0.118 0.081
H 0.018 -0.051 -0.111
H 0.013 0.011 0.106
H 0.586 -0.295 0.777
H 0.110 -0.022 0.073
H -0.031 -0.002 0.083
H -0.099 0.051 -0.101
H -0.009 -0.133 -0.085
H 1.126 -0.081 0.558
H 0.064 -0.048 0.142
H -0.638 -1.396 0.609
H -0.045 0.091 -0.017
H 0.037 -0.070 0.120
H -0.083 0.128 -0.050
H -0.108 -0.381 -0.342
H -0.043 0.031 -0.156
H 0.068 -0.046 -0.075
H 0.014 0.137 -0.069
H -0.063 0.031 -0.143
H -0.046 -0.036 0.100
H 0.336 -0.249 -0.512
H 0.020 -0.032 0.118
H 0.067 -0.135 0.095
H -0.938 0.711 0.633
H -0.083 -0.045 -0.054
H 0.170 -0.074 -0.140
H -0.453 0.109 0.887

Computed properties:
- LUMO energy: -3.56 eV
- Net charge: +1
- Energy: -31784.59112 a.u.
- Gap between HOMO and LUMO: 7.14 eV
- Spin multiplicity: 1



2.
A 4-piece molecular cluster, C15H33BNO7S2 overall, computed with wB97M-V/def2-TZVPD.

Geometry (Å):
1 S -0.91078 -6.18002 0.25555
2 S -0.41666 -3.17341 -0.23888
3 O -5.53421 -0.99196 0.55043
4 O -0.94645 1.25239 -1.32246
5 O 0.36357 1.08298 0.43153
6 O -5.40747 1.12793 1.08961
7 O 1.16577 5.23646 -0.70065
8 O 2.28660 5.02400 1.16452
9 O 0.96673 -4.74113 1.69817
10 N 3.80095 -4.07125 -0.15870
11 C -1.09064 3.06487 0.20431
12 C -3.89871 -2.80470 0.27491
13 C -0.55217 1.74470 -0.29921
14 C 1.49913 4.66366 -3.05203
15 C 3.57343 5.78953 -0.68312
16 C -5.12155 -2.10615 -0.26765
17 C 0.17490 1.49154 2.83213
18 C 3.04503 -5.09917 -0.07278
19 C -4.92562 0.20769 0.47844
20 C -3.63686 0.35329 -0.29775
21 C 3.39997 -6.31403 0.76100
22 C 1.73215 -5.16068 -0.77316
23 C 1.00458 1.66100 1.57706
24 C 1.02369 5.69486 -2.05108
25 C 2.30695 5.34395 0.00690
26 B 0.49717 -4.83074 0.31921
27 H 1.93458 1.10089 1.66228
28 H -3.56184 1.38290 -0.63655
29 H 1.26611 2.70343 1.39488
30 H -2.80577 0.15023 0.37882
31 H -3.63201 -3.65585 -0.35191
32 H 4.04175 -6.98110 0.17373
33 H -3.03593 -2.14453 0.28968
34 H 4.62612 -4.20184 0.43111
35 H 2.50253 -6.85979 1.05543
36 H 0.72619 1.86800 3.69488
37 H 1.30489 5.01258 -4.06686
38 H -1.99012 2.88531 0.79540
39 H -0.04896 0.43668 2.99076
40 H 1.72601 -4.43686 -1.59155
41 H -0.76784 2.03560 2.76762
42 H 4.08482 4.89945 -1.05131
43 H 1.51780 6.65881 -2.18055
44 H -1.36916 3.65424 -0.66574
45 H -3.53123 -0.31429 -1.14641
46 H 3.93282 -6.01441 1.66903
47 H 3.41764 6.46706 -1.51758
48 H 1.59547 -6.16725 -1.18512
49 H -0.04669 5.86289 -2.15933
50 H 0.67509 -2.43068 -0.47453
51 H -0.65358 -6.71451 1.45470
52 H -4.96348 -1.76477 -1.29247
53 H -0.38532 3.63819 0.79779
54 H 1.35090 -3.86538 1.82484
55 H -5.99022 -2.76283 -0.27763
56 H 0.96925 3.72282 -2.90235
57 H 4.20791 6.26487 0.05940
58 H 2.56784 4.47167 -2.95621
59 H -4.06509 -3.16715 1.28947

Cartesian forces, eV/Å:
S -0.152 -0.144 -0.095
S -0.026 0.042 0.062
O -0.069 0.074 -0.111
O 0.079 0.038 -0.096
O -0.034 0.058 -0.210
O -0.009 0.056 0.008
O -0.045 0.106 0.086
O 0.032 0.012 0.038
O 0.012 0.133 0.010
N 0.026 -0.027 0.049
C 0.092 0.112 -0.041
C -0.025 0.015 0.064
C 0.057 0.084 0.155
C 0.007 -0.038 0.048
C -0.024 0.078 0.040
C 0.104 0.008 -0.021
C -0.043 -0.039 -0.035
C -0.127 -0.060 -0.070
C 0.116 -0.124 0.056
C -0.225 0.053 0.014
C 0.006 0.038 0.098
C 0.062 0.099 0.019
C 0.012 -0.043 0.102
C 0.016 -0.074 -0.087
C -0.009 -0.100 -0.096
B 0.295 0.079 -0.037
H -0.009 -0.010 0.004
H 0.008 -0.031 0.029
H -0.024 0.003 -0.019
H -0.010 -0.038 -0.010
H -0.001 -0.015 0.008
H -0.055 0.036 0.041
H 0.058 -0.076 -0.003
H -0.031 0.005 0.001
H 0.066 0.052 -0.042
H 0.009 -0.002 0.002
H -0.009 0.001 -0.003
H 0.005 -0.083 0.004
H 0.003 0.000 0.009
H 0.001 -0.099 0.052
H 0.012 0.019 0.006
H -0.001 -0.003 -0.009
H 0.015 -0.005 0.011
H -0.068 -0.027 0.000
H 0.034 -0.014 -0.003
H 0.006 -0.058 -0.118
H -0.005 -0.014 -0.016
H -0.053 0.092 0.043
H 0.002 -0.001 0.000
H 0.061 -0.013 -0.078
H 0.032 0.044 0.063
H -0.012 -0.002 -0.005
H -0.017 -0.006 0.041
H -0.088 -0.176 0.002
H -0.007 0.007 0.057
H -0.005 -0.002 -0.008
H 0.011 -0.037 0.014
H 0.002 0.019 -0.015
H -0.058 -0.004 -0.010

Computed properties:
- LUMO energy: 1.94 eV
- Net charge: -1
- Energy: -1994.16632 a.u.
- Gap between HOMO and LUMO: 6.46 eV
- Spin multiplicity: 1
- ΔE to the lowest compared entry with this formula, charge and spin: 0.00 kcal/mol



3.
A 6-piece molecular cluster, C15H33Br6N3O3 overall at a distorted geometry, computed with wB97M-V/def2-TZVPD.

Geometry (Å):
1 Br -2.54051 -6.25839 -2.00483
2 Br -3.26777 2.41351 -1.48358
3 Br 2.99501 6.62493 -0.80545
4 Br -2.32854 4.66171 2.49285
5 Br 1.73611 2.27201 -1.93587
6 Br 1.34316 -3.88664 -1.38128
7 O 5.28884 0.07946 -5.42867
8 O -3.38900 -1.79564 7.01714
9 O -2.50610 0.04177 1.74752
10 N -1.35230 -0.59571 -0.10453
11 N 3.43433 -0.38635 -4.21341
12 N -1.55018 -0.90736 6.01793
13 C 2.48804 0.23647 -5.10530
14 C 2.38015 4.76612 -0.55509
15 C -3.06726 2.85346 0.39201
16 C -0.16955 0.20910 0.13423
17 C -2.80528 -1.41974 6.01678
18 C -0.88692 -0.54844 4.77543
19 C 2.71230 3.94715 -1.80892
20 C -1.10763 -5.28990 -1.16901
21 C -0.71679 -0.84975 7.18683
22 C 4.77216 -0.39671 -4.43085
23 C -0.02369 -5.10061 -2.20900
24 C -1.42001 -1.30438 -1.36581
25 C 2.86973 -1.06815 -3.05696
26 C -2.96614 4.37797 0.65457
27 C -2.34378 -0.69937 0.79925
28 H -1.25384 -1.11859 8.09491
29 H 0.39220 -6.00841 -2.63720
30 H -1.52984 -4.32845 -0.90152
31 H -0.30991 1.11323 -0.46577
32 H 1.91778 -1.55362 -3.26495
33 H 1.74316 -0.51308 -5.40760
34 H -2.25661 4.90070 0.02385
35 H -3.20621 -1.41442 4.98916
36 H 3.59934 -1.77189 -2.66050
37 H -0.74999 -5.85642 -0.31571
38 H 1.30530 4.85574 -0.45316
39 H -2.10104 2.50162 0.74619
40 H 5.34827 -0.88185 -3.62501
41 H -1.26723 -0.58096 -2.17316
42 H 2.53552 4.55442 -2.69631
43 H -2.34338 -1.84481 -1.56074
44 H -0.45436 0.44037 4.97953
45 H 0.15101 -1.50008 7.07116
46 H 2.63073 -0.38635 -2.22969
47 H 2.98740 0.44530 -6.04886
48 H -3.82994 2.44887 1.04706
49 H 3.77830 3.73212 -1.84894
50 H 0.82164 -0.16706 -0.11440
51 H -1.51135 -0.43418 3.89386
52 H -0.57991 -2.00394 -1.43392
53 H -0.05462 -1.24657 4.62991
54 H -3.95158 4.82189 0.53952
55 H -3.00308 -1.55570 0.60330
56 H 2.86580 4.21502 0.24597
57 H 1.90030 1.06251 -4.71106
58 H -0.49589 -4.60850 -3.06122
59 H -0.19981 0.51163 1.18007
60 H -0.45657 0.19496 7.38924

Cartesian forces, eV/Å:
Br -0.382 -0.370 -0.114
Br -0.122 0.061 0.367
Br 0.064 -0.817 0.291
Br -0.294 -0.090 -0.418
Br 0.165 0.503 0.147
Br -0.394 -0.932 -0.599
O 0.097 -0.189 0.599
O -0.119 -0.027 -0.512
O 0.133 -0.058 0.450
N 0.412 -1.226 -0.217
N -0.672 -0.233 1.101
N -0.569 -0.343 -0.742
C -0.285 -1.072 -1.207
C -0.037 -0.739 -1.047
C 1.327 1.503 1.113
C -1.081 1.539 0.085
C 0.415 0.186 0.634
C 0.785 0.663 0.943
C 0.562 1.232 -0.459
C 0.569 -0.105 -0.254
C -0.409 0.470 0.709
C -0.205 0.504 -1.070
C -0.514 0.766 -0.120
C 1.009 0.047 -0.368
C 0.250 0.528 0.592
C -0.623 -0.556 -0.360
C 0.047 0.146 -0.040
H -0.268 -0.471 -0.315
H 0.460 -0.059 0.638
H 0.114 -0.025 0.300
H 0.292 0.174 0.128
H 0.232 -0.300 -0.468
H -0.006 -0.092 0.254
H 0.056 -0.182 -0.119
H -0.328 -0.151 0.140
H -0.149 -0.235 -0.104
H -0.174 0.103 0.122
H 0.009 -0.093 0.345
H -0.141 -0.712 -0.360
H -0.081 -0.042 -0.063
H -0.226 0.004 -0.054
H -0.455 -0.351 -0.080
H -0.188 0.183 0.389
H 0.171 -0.088 -0.397
H 0.170 0.201 0.059
H 0.179 0.167 -0.168
H 0.149 0.609 0.216
H -0.235 -0.360 -0.452
H -0.073 -0.315 0.189
H -0.339 -0.849 -0.111
H -0.326 -0.384 0.174
H -0.182 -0.022 -0.025
H -0.084 0.076 -0.415
H 0.103 0.288 0.236
H -0.282 0.076 -0.179
H -0.161 0.788 0.583
H 0.519 0.298 0.238
H 0.428 0.481 0.111
H 0.145 -0.007 -0.001
H 0.545 -0.103 -0.313

Computed properties:
- LUMO energy: 0.05 eV
- SMILES: CN(C)C=O.CN(C)C=O.CN(C)C=O.BrCCBr.BrCCBr.BrCCBr
- Net charge: 0
- Energy: -16425.38678 a.u.
- Gap between HOMO and LUMO: 9.13 eV
- Spin multiplicity: 1
- ΔE to the lowest compared entry with this formula, charge and spin: 18.91 kcal/mol



4.
C15H33FGaN3O3P as an isolated structure at a distorted geometry, computed with wB97M-V/def2-TZVPD.

Geometry (Å):
1 Ga -1.32990 -0.64007 2.82779
2 P 0.44516 -1.65674 4.05338
3 F -1.46296 -3.38613 1.97025
4 O 0.23870 -1.40903 5.60457
5 O 2.13015 6.50250 -4.41467
6 O -0.95960 -7.59680 1.78657
7 N 1.55406 1.99056 0.11591
8 N 2.07264 5.90475 -1.59610
9 N -1.54337 -5.67717 -0.28205
10 C 0.80352 0.92388 0.83678
11 C -2.06800 -2.07255 1.53272
12 C -0.14555 3.67596 1.36698
13 C 2.79305 7.36526 -3.48515
14 C -0.45033 0.99796 1.87304
15 C -0.08899 -7.35075 -1.29887
16 C 0.09553 -6.82067 1.21027
17 C 0.91401 8.03465 -1.86281
18 C -1.02636 2.53633 2.19336
19 C -3.70905 -2.18685 1.83483
20 C -0.20796 -6.28809 -0.20918
21 C -0.99350 -8.94873 1.35639
22 C 2.23751 7.29548 -2.04393
23 C 1.11618 3.39024 0.38144
24 C 0.91258 7.02043 -4.92769
25 H 0.81969 -7.94762 -1.16779
26 H -0.44078 4.81446 1.54409
27 H 2.98224 5.44235 -1.62492
28 H 0.53544 -5.51329 -0.43322
29 H 0.21995 -5.95692 1.87390
30 H 0.00798 -9.35426 1.18377
31 H 0.08286 6.73350 -4.28136
32 H -4.16978 -1.09479 1.95643
33 H 1.69527 -0.98890 3.66953
34 H -0.03617 -6.87863 -2.28655
35 H 0.73642 6.56478 -5.90723
36 H -1.47536 -9.54182 2.14010
37 H -1.83377 -1.84578 0.40787
38 H 0.06252 7.48135 -2.26827
39 H 0.70956 8.19340 -0.79783
40 H 1.19497 -0.18687 0.62788
41 H 1.04300 -7.37165 1.24051
42 H -1.58424 -4.90148 0.38026
43 H -0.94455 -8.03131 -1.32008
44 H -1.91093 2.76677 2.92308
45 H 1.53149 5.41585 -2.31578
46 H 2.81446 8.39545 -3.85991
47 H -1.60401 -9.03956 0.45777
48 H -3.88156 -2.74916 2.85271
49 H 3.83477 7.02444 -3.46073
50 H 0.94402 9.01753 -2.34467
51 H 0.94438 8.10687 -5.05355
52 H 2.96970 7.78173 -1.38773
53 H 0.55224 -3.04088 3.66935
54 H -2.40255 -0.05898 3.86795
55 H 1.70241 4.27810 -0.14131
56 H -2.20915 -6.35543 0.10070
57 H -4.21802 -2.76368 0.93123

Cartesian forces, eV/Å:
Ga 0.366 0.362 -0.471
P -0.555 1.502 3.055
F -0.846 1.411 -1.203
O 0.575 -0.936 -2.826
O 0.179 0.639 0.177
O 0.574 -0.182 -0.226
N -3.955 1.217 3.396
N 0.304 0.114 -0.464
N 0.053 -0.099 0.309
C -1.064 1.879 0.715
C -1.615 0.143 0.469
C 0.237 -1.742 0.262
C 0.131 -0.350 0.102
C 1.454 4.675 -1.862
C 0.178 -0.047 -0.282
C -0.175 0.431 0.116
C -0.137 0.214 0.199
C 5.135 -1.236 -3.990
C 0.664 -0.058 -0.679
C -0.421 -0.281 0.137
C -0.339 0.248 0.293
C -0.284 -0.184 -0.278
C -2.592 -3.103 2.257
C 0.044 -0.425 -0.120
H -0.067 0.011 -0.007
H 0.740 -2.601 -0.490
H -0.125 0.060 0.096
H -0.080 -0.025 0.175
H -0.179 -0.119 -0.065
H 0.007 0.060 -0.085
H -0.152 0.202 -0.005
H 1.038 -2.387 -0.427
H -0.517 -0.963 -0.108
H -0.057 -0.024 0.187
H 0.137 0.035 0.123
H 0.082 0.144 -0.010
H -0.476 -1.059 1.996
H 0.169 0.004 0.008
H 0.065 -0.102 -0.180
H -0.832 2.785 0.376
H -0.026 -0.187 -0.094
H 0.029 0.037 -0.120
H 0.062 0.104 0.098
H 1.956 -0.424 -1.628
H 0.049 0.107 0.304
H -0.181 0.048 -0.019
H 0.110 -0.186 -0.173
H 0.425 1.057 -2.083
H -0.151 -0.089 -0.048
H -0.009 -0.083 0.017
H 0.010 -0.001 0.105
H 0.043 -0.094 -0.133
H 0.518 0.446 0.157
H 0.111 -0.144 -0.236
H -1.575 -2.143 1.332
H 0.214 0.185 -0.194
H 0.752 1.159 2.046

Computed properties:
- LUMO energy: 2.27 eV
- Net charge: -1
- Energy: -3347.05139 a.u.
- Gap between HOMO and LUMO: 6.89 eV
- Spin multiplicity: 1